Computed, not measured: 2 unconnected molecules or ions with the total composition C22H38N2 at a distorted geometry, with ωB97M-V with the def2-TZVPD basis set.

Geometry (Å):
C  -4.82575  -2.01796  -6.89090
C  -3.99047  -1.17485  -6.16715
C  -4.03381  -1.32656  -4.80544
C  -3.08578  -0.42437  -3.82569
H  -2.77547  0.52982  -4.26517
H  -3.55054  -0.24579  -2.79269
C  -1.63040  -0.81644  -3.48175
C  -0.82612  -0.27652  -2.61292
C  0.22048  0.41503  -3.05703
C  1.08777  1.41527  -2.34927
N  1.61357  0.60043  -1.11442
H  2.28130  -0.22910  -1.55980
C  2.83096  1.42049  -0.55817
C  3.19035  0.57006  0.66178
N  2.39218  -0.24731  1.44796
H  1.64207  -0.40813  0.89180
C  1.74533  0.77005  2.37309
C  0.34159  0.12098  2.87663
C  0.43823  -1.47738  3.40107
C  1.34352  -1.15293  4.76023
C  2.81376  -0.70035  4.34702
C  2.43597  0.88642  3.89629
C  1.70652  1.65936  4.82493
C  0.39661  1.17111  5.23376
C  -0.43557  0.61590  3.94575
H  -1.41045  0.43729  4.08422
H  -0.43427  1.96317  3.37640
C  0.57779  -0.45839  5.77007
H  1.34781  -0.15700  6.69845
H  -0.25367  -0.73413  5.97866
H  -0.10458  1.56871  5.91201
H  2.52804  1.64804  5.65865
H  1.60556  2.65221  4.34489
H  3.60741  1.24617  3.43244
H  3.31245  -1.21013  3.56471
H  3.20750  -0.60366  5.24762
H  1.63147  -2.40389  5.09236
H  0.92840  -1.76260  2.75263
H  -0.44796  -1.82511  3.74015
H  -0.40340  -0.01382  2.13269
H  1.40943  1.85461  2.01540
H  3.82443  0.02302  0.32961
H  3.99036  1.23751  1.34851
H  3.57259  2.02913  -1.05242
H  2.07664  2.16748  0.13182
H  1.75846  1.93226  -3.12883
H  0.49614  2.24673  -1.90590
H  0.49703  0.47315  -4.32748
C  -1.35142  -0.18521  -1.19264
H  -0.47476  0.22784  -0.41532
H  -2.08967  0.66554  -1.10134
H  -1.77043  -1.05492  -0.87088
H  -1.31038  -1.29768  -4.63337
H  -1.83713  -1.89616  -3.15135
H  -4.52118  -1.91239  -4.35119
C  -3.33940  -0.00743  -6.80973
H  -3.75245  0.37143  -7.48447
H  -2.59735  0.59054  -6.13084
H  -2.55375  -0.69600  -7.46381
H  -4.31278  -2.37855  -7.66899
H  -5.23434  -2.86597  -6.32659
H  -5.55289  -1.44399  -7.47028

## Properties
Energy above the lowest of the compared OMol25 structures with the same formula, charge and spin ... 540.6 kcal per mole
HOMO-LUMO gap ... 8.26 eV

Computed, not measured: a molecular structure, C23H56Br4F3O22S7V at a distorted geometry, with ωB97M-V with the def2-TZVPD basis set.

Geometry (Å):
O  10.11492  4.38523  20.81907
V  9.27827  4.35700  22.12509
C  4.84489  5.61299  23.10776
F  4.09226  6.18472  23.99077
F  4.78504  4.27181  23.26966
F  4.51776  5.96000  21.87273
S  6.67105  6.14530  23.47643
O  6.73058  7.54814  22.97861
O  7.00044  5.94301  24.91329
O  7.50215  5.25811  22.67430
O  4.88829  -0.39467  26.28224
S  4.22512  -0.09437  24.97211
O  4.66990  -0.45678  23.65601
O  2.64077  -0.59414  25.00216
C  1.93103  -0.42976  26.22400
C  0.67400  -1.38351  26.04576
C  4.02895  1.82800  24.97222
H  1.71630  0.63771  26.27397
H  2.55761  -0.66249  27.08500
H  1.04432  -2.39407  26.21821
H  0.19660  -1.44542  25.06783
H  -0.11237  -1.00634  26.69957
H  3.32715  2.05684  25.77421
H  3.68549  2.21442  24.01263
H  5.04323  2.16059  25.19295
O  10.36478  2.74352  26.27877
S  9.07109  2.88282  25.57820
O  8.97164  3.56693  24.27539
O  8.59525  1.30814  25.31895
C  8.82892  0.36954  26.40078
C  8.77862  -1.06877  25.92692
C  7.68116  3.46250  26.60242
H  8.09375  0.57902  27.17779
H  9.82138  0.49255  26.83436
H  7.80547  -1.35078  25.52497
H  8.87925  -1.65072  26.84306
H  9.53818  -1.32819  25.18945
H  7.81667  4.53168  26.76550
H  7.59858  2.96375  27.56809
H  6.85750  3.50526  25.88977
O  9.45616  6.75689  21.31927
S  9.42995  8.02232  20.56118
O  10.31216  9.13027  20.84800
O  9.87794  7.54064  19.01900
C  10.50457  8.44212  18.13117
C  9.57773  9.58276  17.62442
C  7.72950  8.50561  20.28656
H  10.88783  7.84096  17.30665
H  11.37912  8.85066  18.63750
H  8.65704  9.17658  17.20554
H  9.92943  10.20510  16.80156
H  9.25106  10.21327  18.45138
H  7.48150  8.40783  19.22967
H  7.40401  9.38220  20.84669
H  7.17565  7.71107  20.78663
O  2.37039  5.56327  28.78149
S  3.65987  4.87719  28.87311
O  4.06184  3.82406  27.91805
O  4.90397  5.98147  28.94646
C  5.32086  6.52680  27.68915
C  6.68832  7.11935  27.95074
C  3.79731  4.08785  30.50659
H  4.71813  7.35343  27.31298
H  5.47893  5.65703  27.05147
H  7.29836  6.38381  28.47508
H  6.60472  7.95404  28.64672
H  6.96941  7.42553  26.94309
H  4.79393  3.69723  30.71216
H  3.24541  3.16145  30.34752
H  3.27106  4.63024  31.29208
O  10.28082  5.64626  26.11843
S  10.77041  6.19253  24.83158
O  10.30892  5.55671  23.58177
O  10.58063  7.85401  24.87185
C  11.26163  8.62453  23.88969
C  10.57048  9.97086  23.81165
C  12.57482  6.01866  24.71633
H  11.35609  8.06421  22.95952
H  12.24929  8.91795  24.24540
H  9.57357  9.83426  23.39259
H  11.04132  10.58484  23.04390
H  10.50720  10.47777  24.77453
H  12.78211  4.95491  24.83273
H  13.06784  6.65094  25.45474
H  12.89209  6.26582  23.70323
O  6.12103  6.20808  18.53428
S  6.48344  4.88301  19.05175
O  7.56071  4.63317  20.04202
O  5.04701  4.24266  19.69038
C  3.83486  4.29651  18.93135
C  2.82023  3.54256  19.82254
C  6.70044  3.88131  17.55122
H  3.85158  3.60133  18.09199
H  3.46055  5.30223  18.74025
H  1.78665  3.58067  19.47849
H  2.79675  4.00618  20.80875
H  3.00725  2.49337  20.05128
H  6.95786  2.88162  17.90115
H  7.54853  4.32328  17.02825
H  5.76566  3.80616  16.99566
Br  3.57865  10.05516  23.08529
C  4.61651  9.43693  24.59201
C  5.92404  10.23903  24.69488
Br  5.46282  12.20647  24.48967
H  4.78067  8.39238  24.32730
H  3.98520  9.49530  25.47866
H  6.70931  9.96074  23.99203
H  6.36043  10.16012  25.69058
Br  1.77951  7.56526  20.93201
C  3.35376  8.45904  20.08766
C  2.98936  9.82356  19.47676
Br  4.55524  10.37830  18.37362
H  3.74520  7.82857  19.28931
H  4.22020  8.55969  20.74132
H  2.81658  10.51058  20.30516
H  2.10162  9.71463  18.85374

## Properties
Total charge ... +1
Multiplicity ... 2
HOMO-LUMO gap (alpha / beta) ... 5.58 / 6.13 eV
<S²> ... 0.780

Computed, not measured: a molecular structure, H8KO4, with ωB97M-V with the def2-TZVPD basis set.

Geometry (Å):
K  -0.68342  -0.59858  -2.38218
O  3.31000  -3.21332  -2.71645
H  3.63228  -3.64658  -3.50680
H  3.55926  -3.80012  -2.00247
O  0.49975  4.31460  -1.96201
H  1.31347  4.80938  -1.86554
H  -0.03859  4.59108  -1.22041
O  -2.15228  2.09757  2.51507
H  -2.10029  1.14521  2.43426
H  -1.75240  2.28861  3.36350
O  -1.91349  -2.29288  2.33256
H  -1.12281  -2.68892  2.69892
H  -2.55154  -3.00609  2.31157

## Properties
Total charge ... +1
Energy above the lowest of the compared OMol25 structures with the same formula, charge and spin ... 40.5 kcal per mole
HOMO-LUMO gap ... 9.57 eV

Computed, not measured: a molecular structure, C5H13O2 at a distorted geometry, with ωB97M-V with the def2-TZVPD basis set.

Geometry (Å):
C  0.06902  0.99033  1.60680
O  1.20866  0.61034  2.27300
C  -0.58520  -0.26769  1.02481
C  -1.43619  0.09255  -0.16293
C  -0.69535  0.11868  -1.49314
C  -0.07033  -1.31296  -1.78091
H  -0.72412  1.46132  2.25663
H  0.24717  1.80557  0.83589
H  -1.18263  -0.78809  1.89632
H  0.07544  -1.11423  0.85450
H  -1.92973  1.08674  -0.13936
H  -2.28471  -0.56008  -0.28828
H  -0.05339  1.03338  -1.75732
H  -1.46582  0.24523  -2.27441
H  0.79173  -1.23925  -2.40745
H  -0.65097  -2.07530  -2.34384
H  0.10902  -1.71312  -0.80510
H  3.26649  0.35795  0.22913
H  2.24029  0.49905  1.50045
O  3.07062  0.76961  0.97521

## Properties
Total charge ... -1
Energy above the lowest of the compared OMol25 structures with the same formula, charge and spin ... 40.7 kcal per mole
HOMO-LUMO gap ... 6.98 eV